Run i
15
Properties=species:S:1:pos:R:3 method="wB97M-V/def2-TZVPD" orbital_gap_ev=10.613 charge=+1
C 0.16 -0.86 -2.46
C 0.19 0.28 -1.45
C -0.67 0.57 0.86
N -0.50 -0.11 -0.20
H -0.01 -1.85 -2.04
H -0.56 -0.66 -3.25
H 1.11 -0.94 -2.97
H 1.24 0.44 -1.19
H -0.15 1.22 -1.84
H -1.09 0.14 1.76
H -0.26 1.56 0.85
H -0.66 -1.10 -0.19
H 0.68 -0.29 4.20
H 0.20 1.17 4.26
O 0.32 0.42 3.66

***

Run ii
15
Properties=species:S:1:pos:R:3 method="wB97M-V/def2-TZVPD" orbital_gap_ev=5.844 charge=+1
O -1.67 -1.62 0.30
C -1.11 -1.34 1.61
C 0.23 -0.55 1.47
N 0.58 -0.43 0.13
C 0.72 1.94 -2.31
H -0.99 -1.20 -0.27
H -1.91 -0.74 2.05
H -1.06 -2.18 2.33
H 0.98 -0.99 2.14
H -0.02 0.49 1.89
H 1.28 -1.15 -0.10
H 0.52 1.12 -1.61
H 0.46 1.59 -3.30
H 1.78 2.17 -2.23
H 0.21 2.88 -2.11

***

It comes down to run i, which is 0.2320 hartree more stable than the next structure.

***

Run i
15
Properties=species:S:1:pos:R:3 method="wB97M-V/def2-TZVPD" orbital_gap_ev=5.685 charge=+1
C -1.61 0.75 -0.30
C -0.44 0.76 0.65
C 0.36 -0.34 0.97
N 1.39 -0.48 1.86
H -2.00 -0.28 -0.26
H -2.37 1.49 0.00
H -1.24 1.04 -1.31
H -0.41 1.64 1.32
H 0.03 -1.21 0.41
H 1.46 0.20 2.60
H 2.27 -0.49 1.36
H 1.92 0.03 -0.87
H -0.03 -1.65 -2.66
H 0.77 -0.49 -1.79
O -0.10 -0.95 -1.98

***

Run ii
15
Properties=species:S:1:pos:R:3 method="wB97M-V/def2-TZVPD" smiles=[NH3+]CCCO orbital_gap_ev=10.545 charge=+1
C -0.59 0.77 0.64
C -0.29 0.10 -0.69
C -0.32 -1.42 -0.84
O 1.01 -1.92 -0.77
N 0.71 1.46 1.23
H -0.95 0.11 1.44
H -1.36 1.54 0.70
H -1.11 0.51 -1.30
H 0.66 0.46 -1.14
H -0.95 -1.93 -0.13
H -0.76 -1.58 -1.83
H 0.89 -2.84 -1.10
H 0.98 0.99 2.10
H 0.73 2.48 1.26
H 1.34 1.27 0.45

***

It comes down to run ii, which is 0.2147 hartree more stable than the next structure.

***

Run i
15
Properties=species:S:1:pos:R:3 method="wB97M-V/def2-TZVPD" orbital_gap_ev=6.914 charge=+1
O 2.05 -1.11 2.21
C 1.63 -0.97 0.92
C 0.03 -0.97 1.08
N -0.74 -0.40 0.16
C -1.73 2.03 -1.98
H 2.90 -1.58 2.25
H 1.98 -1.76 0.27
H 1.87 0.01 0.50
H -0.27 -2.06 1.10
H -0.23 -0.56 2.06
H -0.46 -0.70 -0.80
H -1.86 1.51 -2.91
H -0.74 2.45 -1.82
H -2.49 2.80 -1.87
H -1.93 1.32 -1.16

***

Run ii
15
Properties=species:S:1:pos:R:3 method="wB97M-V/def2-TZVPD" orbital_gap_ev=11.147 charge=+1
C -0.89 2.44 1.27
C -1.08 1.23 0.45
C -0.15 0.31 0.30
N -0.39 -1.02 -0.26
H 0.02 3.01 1.07
H -1.66 3.18 1.18
H -0.78 2.18 2.31
H -2.05 1.08 -0.03
H 0.79 0.43 0.78
H 0.35 -1.70 -0.10
H -1.24 -1.46 0.08
H -0.51 -1.00 -1.28
H 2.30 -2.87 -0.71
H 2.52 -2.30 -2.12
O 1.98 -2.18 -1.32

***

It comes down to run ii, which is 0.1839 hartree more stable than the next structure.

***

Run i
15
Properties=species:S:1:pos:R:3 method="wB97M-V/def2-TZVPD" orbital_gap_ev=9.408 charge=+1
O 0.19 1.18 0.48
C 0.11 2.24 1.07
C 1.17 3.31 0.99
H -0.78 2.46 1.71
H 1.30 3.62 -0.06
H 2.13 2.91 1.35
H 0.91 4.20 1.59
C -0.09 -2.74 -1.34
N -1.18 -2.23 -0.44
H -0.34 -3.76 -1.70
H 0.86 -2.80 -0.79
H 0.03 -2.08 -2.21
H -2.08 -2.18 -0.95
H -1.30 -2.86 0.38
H -0.94 -1.28 -0.09

***

Run ii
15
Properties=species:S:1:pos:R:3 method="wB97M-V/def2-TZVPD" orbital_gap_ev=10.262 charge=+1
C -0.24 -2.29 0.97
O -0.03 -0.94 1.44
H -0.85 -2.84 1.67
H -0.82 -2.22 0.05
H 0.73 -2.77 0.82
H 0.54 -0.93 2.22
C 0.94 1.02 -1.46
C -0.88 1.98 -0.17
N -0.21 0.95 -0.50
H 0.55 1.03 -2.47
H 1.57 0.17 -1.25
H 1.44 1.96 -1.30
H -0.90 2.87 -0.79
H -1.59 1.89 0.64
H -0.25 0.12 0.13

***

It comes down to run i, which is 0.0219 hartree more stable than the next structure.

***

Run i
15
Properties=species:S:1:pos:R:3 method="wB97M-V/def2-TZVPD" orbital_gap_ev=11.425 charge=+1
C 2.43 0.26 -1.20
O 1.55 0.64 -0.13
H 2.56 1.15 -1.83
H 1.90 -0.40 -1.88
H 3.36 -0.16 -0.81
H 1.97 1.30 0.42
C -1.51 -0.85 0.53
C -2.48 -0.60 -0.32
N -0.83 0.25 1.28
H -1.01 -1.80 0.66
H -2.78 -1.42 -0.96
H -3.13 0.26 -0.31
H -0.80 -0.04 2.27
H -1.38 1.11 1.32
H 0.16 0.30 0.97

***

Run ii
15
Properties=species:S:1:pos:R:3 method="wB97M-V/def2-TZVPD" orbital_gap_ev=10.022 charge=+1
C 1.41 0.43 -0.61
C 0.57 -0.21 1.71
C -0.94 0.28 0.16
N 0.32 -0.33 0.21
O -0.68 1.52 -0.05
H 1.99 0.82 0.23
H 1.86 -0.44 -1.07
H 0.85 1.13 -1.20
H 0.54 0.78 2.00
H -0.19 -0.68 2.21
H 1.58 -0.66 2.01
H -2.58 -0.38 -2.01
H -2.35 -0.02 -1.36
H 0.39 -1.37 0.01
H -1.45 2.07 -0.19

***

It comes down to run i, which is 0.1311 hartree more stable than the next structure.

***

Run i
9
Properties=species:S:1:pos:R:3 method="wB97M-V/def2-TZVPD" smiles="N[SiH]=S.O" orbital_gap_ev=9.858 charge=0
N -0.53 -1.50 0.59
O -0.45 2.14 -0.44
Si 0.63 -0.59 -0.25
S 2.06 0.55 0.53
H -1.40 -2.07 0.42
H -0.62 -1.31 1.56
H 0.04 1.87 0.42
H 0.09 -1.00 -1.68
H 0.16 1.90 -1.15

***

Run ii
9
Properties=species:S:1:pos:R:3 method="wB97M-V/def2-TZVPD" smiles=N[Si@@H](O)S orbital_gap_ev=9.639 charge=0
N -1.53 -0.80 0.55
O -0.03 1.74 0.20
Si 0.29 0.25 -0.27
S 2.20 -0.42 0.42
H -2.40 -0.25 0.43
H -1.41 -1.50 -0.25
H 0.13 2.14 0.99
H 0.27 0.19 -1.65
H 2.48 -1.33 -0.41

***

It comes down to run i, which is 0.0050 hartree more stable than the next structure.

***

Run i
10
Properties=species:S:1:pos:R:3 method="wB97M-V/def2-TZVPD" orbital_gap_ev=8.232 charge=0
C -1.85 0.52 0.02
C -0.73 1.17 0.07
C -0.26 -1.67 0.38
C -1.10 -0.66 -0.23
C 0.54 1.38 0.07
C 0.34 -0.83 -0.57
H -0.23 -2.39 1.16
H 0.77 2.04 -0.71
H 1.23 1.24 0.85
H 1.28 -0.80 -1.04

***

Run ii
10
Properties=species:S:1:pos:R:3 method="wB97M-V/def2-TZVPD" orbital_gap_ev="7.124 / 7.125" charge=0
C 0.43 -1.29 -0.20
C -0.98 -1.34 -0.08
C -1.53 -0.16 -0.07
C 0.04 1.31 -0.07
C 0.96 0.16 0.11
C -1.35 1.17 -0.12
H 1.24 -2.18 -0.28
H 1.37 -0.08 1.23
H 1.85 0.39 -0.51
H -2.03 2.02 -0.02

***

Run iii
10
Properties=species:S:1:pos:R:3 method="wB97M-V/def2-TZVPD" smiles="C#CC(=C)C#C" orbital_gap_ev=9.252 charge=0
C -0.43 -1.42 -0.02
C -0.24 -0.14 -0.22
C -1.22 0.82 0.37
C -1.85 1.85 0.53
C 1.16 0.04 -0.61
C 2.50 -0.02 -0.61
H -1.38 -1.78 0.76
H 0.26 -2.34 0.14
H -2.39 2.75 0.63
H 3.60 0.24 -0.97

***

Run iv
10
Properties=species:S:1:pos:R:3 method="wB97M-V/def2-TZVPD" orbital_gap_ev="8.741 / 8.742" charge=0
C 0.94 0.38 0.06
C 0.48 -0.91 0.06
C -1.26 1.04 0.24
C -1.62 -0.20 0.05
C 0.00 1.44 0.00
C -0.89 -1.28 0.03
H 2.05 0.39 0.10
H 1.25 -1.81 0.00
H 0.28 3.20 -0.30
H -1.23 -2.24 -0.23

***

It comes down to run iii, which is 0.0045 hartree more stable than the next structure.

***

Run i
10
Properties=species:S:1:pos:R:3 method="wB97M-V/def2-TZVPD" orbital_gap_ev="7.758 / 7.757" charge=0
C 3.60 0.79 -0.29
C 3.40 -0.55 0.22
C 2.24 0.43 -0.12
C 1.98 -1.27 -0.14
C 0.97 -0.22 0.38
C -0.43 0.10 -0.29
H 0.93 -0.04 1.44
H -0.54 1.11 -0.54
H -1.26 -0.20 0.28
H -0.33 -0.49 -1.29

***

Run ii
10
Properties=species:S:1:pos:R:3 method="wB97M-V/def2-TZVPD" orbital_gap_ev=7.946 charge=0
C 1.94 -0.54 -0.17
C 0.58 -0.80 0.22
C 1.44 0.67 -0.20
C -0.54 -0.02 0.72
C -0.85 -1.17 -0.10
C 0.01 1.29 0.18
H -1.13 -1.00 -1.19
H -0.98 -2.13 0.50
H -0.01 2.05 0.82
H -0.45 1.66 -0.78

***

It comes down to run ii, which is 0.0402 hartree more stable than the next structure.

***

Run i
16
Properties=species:S:1:pos:R:3 method="wB97M-V/def2-TZVPD" smiles=c1c[nH]c(N2CC2)c1 orbital_gap_ev=8.888 charge=0
C 1.93 -0.29 0.74
C 2.40 0.40 -0.56
C -0.26 -0.10 -0.50
C -0.93 1.09 -0.21
C -2.45 0.85 0.02
C -2.51 -0.66 -0.01
H 1.72 0.25 1.68
H 2.52 -1.17 1.10
H 3.13 -0.29 -1.01
H 2.37 1.44 -0.81
H -0.35 1.99 0.30
H -3.04 1.74 0.30
H -3.33 -1.33 -0.06
H -1.11 -2.27 -0.18
N 1.14 -0.51 -0.48
N -1.24 -1.12 -0.31

***

Run ii
16
Properties=species:S:1:pos:R:3 method="wB97M-V/def2-TZVPD" orbital_gap_ev="7.662 / 7.619" charge=0
C 0.63 0.96 0.14
C -0.31 0.34 1.04
C -0.76 -0.90 0.33
C -0.01 -0.01 -1.30
C -1.01 1.03 1.95
C 0.88 -0.57 -2.14
N 1.73 1.51 0.14
N -0.05 -2.00 0.58
H 2.15 1.74 1.04
H -0.45 -2.80 0.08
H -1.86 -0.96 0.21
H -0.86 0.53 -1.71
H -1.92 0.62 2.37
H -0.74 2.04 2.22
H 1.71 -1.14 -1.74
H 0.87 -0.38 -3.20

***

It comes down to run i, which is 0.0602 hartree more stable than the next structure.

***

Run i
16
Properties=species:S:1:pos:R:3 method="wB97M-V/def2-TZVPD" smiles="C=C=C=N.N=C1CC1" orbital_gap_ev=8.834 charge=0
C -0.13 1.58 1.52
C 1.98 1.37 0.11
C 0.79 1.40 0.66
C -1.59 -1.09 -0.02
C -0.55 -0.78 -1.09
C -0.17 -1.25 0.25
N -1.24 1.65 2.03
N 0.66 -1.65 1.08
H 2.88 1.62 0.67
H 2.13 1.08 -0.91
H -2.10 -0.26 0.44
H -2.21 -1.98 -0.12
H -0.44 -1.46 -1.93
H -0.40 0.26 -1.35
H 1.64 -1.61 0.78
H -1.33 1.92 3.00

***

Run ii
16
Properties=species:S:1:pos:R:3 method="wB97M-V/def2-TZVPD" orbital_gap_ev=6.612 charge=0
C 0.44 1.60 -2.20
C -0.14 0.38 -2.56
C 0.28 1.73 -0.83
C -0.63 -0.19 -1.40
C -0.47 -0.16 1.85
C 0.54 -1.17 1.85
N -1.28 0.41 2.54
N -0.41 0.66 -0.38
H 0.90 2.32 -2.85
H -0.21 -0.05 -3.55
H 0.57 2.53 -0.18
H -1.15 -1.11 -1.26
H 1.02 -1.22 2.83
H 0.07 -2.14 1.63
H 1.28 -0.97 1.07
H -1.91 1.14 2.25

***

It comes down to run ii, which is 0.0517 hartree more stable than the next structure.

***

Run i
16
Properties=species:S:1:pos:R:3 method="wB97M-V/def2-TZVPD" smiles="C1=C[C@H]2CN2C=NC1" orbital_gap_ev=9.527 charge=0
C 1.83 0.05 0.49
C 1.17 1.19 -0.38
C -0.19 1.48 -0.15
C -0.88 0.46 0.64
C -2.07 -0.46 -0.08
C 0.46 -1.66 -0.31
H 3.08 0.08 0.70
H 1.56 0.42 1.57
H 1.47 1.70 -1.42
H -0.81 2.00 -1.18
H -1.27 0.65 1.69
H -3.01 -0.87 0.49
H -2.52 -0.35 -1.11
H 0.11 -2.51 -1.21
N -0.59 -0.89 0.31
N 1.66 -1.29 -0.04

***

Run ii
16
Properties=species:S:1:pos:R:3 method="wB97M-V/def2-TZVPD" smiles=N1[C@@H]2[C@@H]3N[C@@H]4[C@H]1[C@@H]4[C@H]23 orbital_gap_ev=9.153 charge=0
C 1.38 0.44 -0.22
C 1.07 -1.05 -0.13
C -1.29 -0.78 -0.24
C -1.02 0.64 -0.20
C -0.83 0.03 1.02
C 0.69 -0.20 1.03
H 0.21 2.34 -1.24
H 2.19 1.21 -0.05
H 1.83 -1.93 0.15
H -0.25 -0.98 -1.86
H -2.34 -0.90 -0.31
H -1.88 1.37 0.01
H -1.16 0.33 2.00
H 1.30 -0.14 1.90
N 0.23 1.15 -0.98
N -0.12 -1.53 -0.91

***

Run iii
16
Properties=species:S:1:pos:R:3 method="wB97M-V/def2-TZVPD" orbital_gap_ev=8.643 charge=0
C -2.17 0.15 0.63
C 0.81 -2.04 -0.05
C 1.26 0.81 -0.21
C 0.01 1.43 -0.40
C -0.77 0.11 0.10
C 0.28 -0.66 0.04
N 2.48 1.06 -0.12
N -0.43 2.41 -1.07
H 2.93 0.67 0.71
H 0.29 2.78 -1.70
H -2.73 0.96 0.15
H -2.14 0.36 1.70
H -2.66 -0.81 0.51
H 0.23 -2.74 0.57
H 1.87 -2.07 0.22
H 0.73 -2.40 -1.08

***

Run iv
16
Properties=species:S:1:pos:R:3 method="wB97M-V/def2-TZVPD" orbital_gap_ev=9.789 charge=0
C -1.72 -0.21 -0.06
C 0.66 -0.81 -0.78
C 1.56 0.46 -0.97
C 0.62 0.94 0.09
C 1.03 0.03 1.23
C 0.97 -1.18 0.66
H -2.41 1.48 0.52
H -1.93 -1.29 -0.09
H 0.61 -1.62 -1.49
H 1.32 0.91 -1.97
H 2.63 0.34 -0.77
H 0.47 2.05 0.44
H 1.33 0.22 2.22
H 1.22 -2.11 1.08
N -2.66 0.52 0.45
N -0.47 0.14 -0.59

***

It comes down to run iv, which is 0.0265 hartree more stable than the next structure.

***

Run i
9
Properties=species:S:1:pos:R:3 method="wB97M-V/def2-TZVPD" orbital_gap_ev=8.044 charge=-1
C 2.07 -0.26 0.15
O 0.29 0.66 -0.16
O 1.93 -1.17 -0.56
O -1.52 -1.08 -0.43
O -2.08 1.30 0.26
O 2.71 0.35 0.94
P -1.10 0.53 -0.85
H -0.70 -1.56 -0.45
H -1.60 1.22 1.10

***

Run ii
9
Properties=species:S:1:pos:R:3 method="wB97M-V/def2-TZVPD" orbital_gap_ev=9.667 charge=-1
C 0.90 -0.51 -0.07
O -1.45 1.63 -0.06
O -2.43 -0.75 0.08
O -0.02 -0.36 -1.15
O 0.03 -0.39 1.08
O 1.78 0.50 0.09
P -1.28 0.15 -0.08
H 1.37 -1.44 -0.19
H 1.11 1.16 0.29

***

It comes down to run ii, which is 0.0110 hartree more stable than the next structure.

***

Run i
9
Properties=species:S:1:pos:R:3 method="wB97M-V/def2-TZVPD" orbital_gap_ev=9.296 charge=0
C 0.72 -0.66 0.34
C 0.47 0.50 -0.52
O 2.14 -0.39 0.52
P 2.10 0.97 -0.45
Cl -3.52 0.46 -0.15
H 0.24 -0.74 1.36
H 0.50 -1.69 -0.01
H -0.42 0.95 -0.94
H -2.23 0.61 -0.15

***

Run ii
9
Properties=species:S:1:pos:R:3 method="wB97M-V/def2-TZVPD" orbital_gap_ev=8.871 charge=0
C 1.42 0.11 -0.18
C -1.19 0.39 0.34
O 2.33 0.68 0.26
P 0.54 -1.28 0.65
Cl -2.76 -0.18 -0.18
H 1.20 0.25 -1.29
H -0.55 0.93 -0.33
H -1.18 0.85 1.31
H 0.19 -1.75 -0.59

***

It comes down to run i, which is 0.0430 hartree more stable than the next structure.

***

Run i
10
Properties=species:S:1:pos:R:3 method="wB97M-V/def2-TZVPD" smiles="C#CCOC=O" orbital_gap_ev=11.403 charge=0
O -0.15 -2.69 0.23
C 0.66 -1.84 0.47
O 0.39 -0.63 1.00
C -0.61 0.04 0.22
C -0.27 1.45 0.05
C -0.01 2.59 -0.23
H 1.73 -1.91 0.22
H -0.59 -0.42 -0.77
H -1.61 -0.11 0.63
H 0.21 3.60 -0.49

***

Run ii
10
Properties=species:S:1:pos:R:3 method="wB97M-V/def2-TZVPD" orbital_gap_ev=9.225 charge=0
O -2.38 0.01 0.02
C -1.38 -0.62 0.05
O -0.15 0.02 0.26
C 0.28 2.02 -0.21
C 0.95 -0.71 0.16
C 1.92 -1.40 0.07
H -1.25 -1.71 -0.06
H -0.54 2.00 -0.97
H -0.26 2.35 0.70
H 2.82 -1.97 -0.02

***

It comes down to run i, which is 0.1744 hartree more stable than the next structure.